{"formula": "C40H67BF6N6O22P", "method": "ωB97M-V with the def2-TZVPD basis set", "gap_ev": 7.80, "total_charge": 1, "largest_force_ev_per_a": 4.4, "e_above_lowest_kj_mol": 692.5, "elements": ["C", "C", "C", "C", "C", "C", "C", "C", "C", "N", "C", "C", "O", "C", "N", "C", "C", "C", "C", "C", "O", "B", "N", "O", "C", "O", "C", "C", "C", "C", "N", "N", "P", "N", "H", "H", "H", "H", "H", "H", "H", "H", "H", "H", "H", "H", "H", "H", "H", "H", "H", "H", "H", "H", "H", "H", "H", "H", "H", "H", "H", "H", "H", "H", "H", "H", "H", "H", "H", "H", "H", "H", "H", "H", "H", "H", "H", "H", "H", "H", "H", "H", "H", "C", "C", "O", "C", "O", "O", "F", "H", "H", "H", "C", "C", "O", "C", "O", "O", "F", "H", "H", "H", "C", "C", "O", "C", "O", "O", "F", "H", "H", "H", "C", "C", "O", "C", "O", "O", "F", "H", "H", "H", "C", "C", "O", "C", "O", "O", "F", "H", "H", "H", "C", "C", "O", "C", "O", "O", "F", "H", "H", "H"], "positions_angstrom": [[6.8527, 0.0577, -4.5057], [7.3869, -1.3208, -3.8789], [6.3698, -2.5487, -4.0288], [4.8753, -2.2025, -3.5611], [4.8495, -1.4243, -2.1381], [3.8114, -2.1913, -1.1687], [2.4639, -1.3274, -1.0994], [1.3059, -2.1204, -0.2832], [-0.0142, -1.2425, -0.1369], [-1.1031, -1.5506, -1.1251], [-1.1886, -2.7654, -1.9659], [-0.1300, -2.7621, -3.1902], [0.2988, -1.7265, -3.7220], [-2.0575, -0.6206, -1.2191], [-3.2663, -0.5780, -2.0132], [-4.3732, -0.3582, -0.9939], [-5.8290, 0.0480, -1.5168], [-5.8928, 1.3046, -2.4923], [-5.3085, 1.0634, -3.9694], [-4.7014, 2.4522, -4.4809], [-5.7501, 3.3433, -4.9777], [-4.6812, -1.8370, -0.3220], [-5.5737, -1.9668, 0.8873], [-4.1755, -3.0696, -0.8570], [-3.5665, 0.6767, -0.0359], [-4.2143, 1.9507, 0.1289], [-3.3809, 0.2233, 1.5179], [-2.5427, 1.2924, 2.3804], [-2.8201, 0.9029, 3.9335], [-2.1067, -0.4599, 4.3818], [-3.1099, -1.2380, 5.1878], [-2.1128, 0.6818, -0.4828], [-1.6904, 1.8134, -1.7783], [-1.5579, 3.3421, -1.2754], [5.7522, 0.0417, -4.8069], [7.5241, 0.3146, -5.3868], [6.9553, 0.8776, -3.7179], [8.3682, -1.5717, -4.4040], [7.6722, -1.1075, -2.7850], [6.7398, -3.3774, -3.3187], [6.4326, -2.9241, -5.1086], [4.2848, -3.1816, -3.5029], [4.3664, -1.5335, -4.3444], [4.5540, -0.3290, -2.2955], [5.8678, -1.4805, -1.6276], [3.6170, -3.2725, -1.4669], [4.2610, -2.2034, -0.1173], [2.7010, -0.3922, -0.4719], [2.1154, -0.9614, -2.1165], [1.1582, -3.1779, -0.6685], [1.7366, -2.2339, 0.7789], [-0.4585, -1.4750, 0.9009], [0.2744, -0.1421, -0.1006], [-2.2014, -2.9555, -2.4385], [-0.9730, -3.6639, -1.2898], [0.2048, -3.7946, -3.5728], [-3.4328, -1.3132, -2.7093], [-6.2837, -0.8976, -1.9952], [-6.4660, 0.2622, -0.5903], [-7.0116, 1.5467, -2.6284], [-5.4224, 2.2558, -2.0903], [-4.6133, 0.1732, -4.0753], [-6.2102, 0.8447, -4.6515], [-3.9081, 2.3176, -5.2933], [-4.1740, 3.0568, -3.6500], [-6.5592, 3.2274, -4.4335], [-5.9742, -1.0554, 1.1404], [-4.9797, -2.3295, 1.6570], [-4.8984, -3.7405, -0.8813], [-3.5426, 2.6631, 0.2178], [-2.7913, -0.7657, 1.6033], [-4.4070, 0.1075, 1.9942], [-1.4272, 1.2888, 2.1578], [-2.9077, 2.3622, 2.2721], [-3.9529, 0.8816, 4.1380], [-2.4168, 1.7644, 4.5721], [-1.2675, -0.1577, 5.1081], [-1.7209, -1.0617, 3.4945], [-4.0514, -1.1716, 4.7859], [-2.7883, -2.2159, 5.1674], [-0.3825, 1.4289, -2.2727], [-2.6687, 1.8321, -2.8397], [-2.2350, 3.8964, -1.8358], [6.3541, 4.5227, -4.4127], [7.0183, 4.9709, -3.1501], [6.2932, 4.2875, -2.1466], [5.8523, 3.1408, -2.7327], [5.4376, 2.1947, -2.1281], [5.9476, 3.1976, -4.0897], [6.8636, 6.3024, -2.9636], [5.4739, 5.1206, -4.6616], [7.0345, 4.5280, -5.2652], [8.0781, 4.7091, -3.0810], [1.2733, -2.5388, 5.3991], [1.7734, -3.9172, 5.6951], [0.5951, -4.6195, 6.0426], [-0.4071, -4.0105, 5.3549], [-1.4927, -4.4834, 5.1853], [-0.0252, -2.7960, 4.8743], [2.6039, -3.9127, 6.7598], [1.1873, -1.9199, 6.2962], [1.8951, -2.0160, 4.6714], [2.2594, -4.4114, 4.8488], [6.9801, -2.9375, 8.2456], [6.8286, -2.6402, 6.7875], [5.4675, -2.2724, 6.6720], [5.1353, -1.7330, 7.8807], [4.1596, -1.0732, 8.0744], [6.0568, -2.0334, 8.8364], [7.0401, -3.7500, 6.0390], [6.6972, -3.9631, 8.4980], [7.9933, -2.7546, 8.6052], [7.4613, -1.8244, 6.4265], [-5.7500, 2.7635, -8.6778], [-5.2431, 1.3920, -8.3607], [-6.4140, 0.6918, -7.9951], [-7.4267, 1.2868, -8.6896], [-8.5066, 0.8051, -8.8432], [-7.0487, 2.4953, -9.1915], [-4.4043, 1.4162, -7.2941], [-5.8339, 3.3969, -7.7899], [-5.1330, 3.2755, -9.4173], [-4.7593, 0.8854, -9.2006], [-3.6538, -3.8837, 8.3893], [-4.9463, -3.1391, 8.5045], [-4.7875, -2.4027, 9.6998], [-3.4478, -2.1752, 9.8132], [-2.9644, -1.3658, 10.5438], [-2.7291, -2.9823, 8.9826], [-5.9887, -3.9919, 8.6574], [-3.6567, -4.8223, 8.9504], [-3.3858, -4.0954, 7.3530], [-5.1469, -2.4548, 7.6750], [2.5457, 6.4535, -0.0396], [3.6165, 7.4506, -0.3517], [4.2977, 6.8596, -1.4403], [3.3673, 6.1056, -2.0865], [3.5015, 5.6768, -3.1945], [2.2605, 5.9049, -1.3198], [4.4814, 7.5767, 0.6823], [2.8916, 5.6590, 0.6272], [1.6593, 6.9160, 0.3960], [3.2429, 8.4362, -0.6436]]}